(P)
Molecular formula: C8H10N2O2
Method: DFT, ωB97M-V with the def2-TZVPD basis set

molecular weight = 166.2 Da
HOMO level (alpha / beta) = -8.26 / -7.51 eV
E_LUMO (alpha / beta) = -0.3507 / -0.5765 eV
orbital gap (alpha / beta) = 0.2905 / 0.2549 hartree

Atoms and positions in Å:
C  -2.905  -0.933  -0.840
C  -2.068  -1.569  -0.101
C  -2.471  0.253  -1.569
C  -0.640  -1.151  0.019
C  -1.200  0.556  -1.660
C  0.922  -0.354  1.452
C  2.990  1.220  1.345
C  1.487  0.895  1.189
N  -0.217  -0.193  -1.044
N  1.068  -0.142  -1.048
O  1.542  -1.308  1.886
O  -0.470  -0.408  1.171
H  -3.982  -1.254  -0.799
H  -2.452  -2.410  0.522
H  -3.249  1.050  -1.806
H  0.034  -1.890  0.026
H  -0.737  1.493  -2.214
H  3.111  1.681  2.303
H  3.479  0.292  1.370
H  3.439  1.846  0.525
H  0.873  1.812  1.061
H  1.446  0.514  -1.790

=====

(Q)
Molecular formula: C8H10N2O2
Method: DFT, ωB97M-V with the def2-TZVPD basis set

molecular weight = 166.2 Da
structure (SMILES) = CNCN(C)C#CC(=O)C=C=O
HOMO level = -8.81 eV
E_LUMO = 0.6402 eV
orbital gap = 0.3473 hartree

Atoms and positions in Å:
C  3.294  1.413  -0.192
N  2.116  0.602  -0.437
C  1.367  0.157  0.736
N  0.304  -0.641  0.323
C  0.553  -2.001  -0.249
C  -0.857  -0.112  0.124
C  -1.795  0.591  -0.198
C  -3.055  1.177  -0.080
O  -3.402  2.345  0.081
C  -4.049  0.006  -0.321
C  -3.561  -1.158  -0.056
O  -3.061  -2.227  0.055
H  3.905  1.244  -1.063
H  3.105  2.473  0.147
H  4.005  1.029  0.588
H  1.389  1.228  -0.888
H  0.870  0.992  1.260
H  1.979  -0.435  1.549
H  0.046  -2.827  0.228
H  0.319  -1.911  -1.329
H  1.582  -2.134  -0.157
H  -5.054  0.189  -0.120

=====

Verdict on stability: (P) comes out at the bottom.

=====

(P)
Molecular formula: C8H10N2O2
Method: DFT, ωB97M-V with the def2-TZVPD basis set

molecular weight = 166.2 Da
structure (SMILES) = CC1=CCC=C1.Oc1conn1
HOMO level = -7.98 eV
E_LUMO = -0.1076 eV
orbital gap = 0.2892 hartree

Atoms and positions in Å:
C  1.014  -2.099  1.633
C  -0.100  -1.085  1.497
C  0.003  0.244  1.540
C  -1.362  0.884  1.641
C  -2.274  -0.329  1.501
C  -1.506  -1.427  1.433
H  1.026  -2.716  0.722
H  0.873  -2.747  2.505
H  1.985  -1.599  1.717
H  0.921  0.827  1.560
H  -1.478  1.621  0.822
H  -1.522  1.353  2.635
H  -3.356  -0.275  1.447
H  -1.855  -2.478  1.409
O  2.370  1.718  -1.777
C  1.183  1.359  -2.289
C  0.879  0.932  -3.565
O  -0.457  1.007  -3.658
N  -0.943  0.969  -2.349
N  0.076  1.478  -1.556
H  3.103  1.526  -2.374
H  1.420  0.835  -4.492

=====

(Q)
Molecular formula: C8H10N2O2
Method: DFT, ωB97M-V with the def2-TZVPD basis set

molecular weight = 166.2 Da
structure (SMILES) = CC1=C/C(=[N+](\[O-])O)N\C=C/C=C\1
HOMO level = -7.87 eV
E_LUMO = -0.8285 eV
orbital gap = 0.2587 hartree

Atoms and positions in Å:
C  -0.330  1.552  -2.073
C  -0.218  0.501  -0.983
C  -0.430  -0.765  -1.474
C  -0.492  -1.918  -0.628
N  -0.394  -3.147  -1.044
O  -0.287  -3.575  -2.187
O  -0.775  -4.205  -0.158
N  -0.618  -1.682  0.864
C  0.444  -1.630  1.814
C  0.891  -0.432  2.301
C  0.539  0.759  1.636
C  0.128  1.065  0.323
H  -1.079  1.353  -2.967
H  0.613  1.621  -2.526
H  -0.398  2.524  -1.535
H  -0.674  -0.904  -2.509
H  -0.971  -3.874  0.670
H  -1.130  -0.785  0.920
H  0.968  -2.469  2.146
H  1.664  -0.549  3.064
H  0.959  1.655  1.983
H  0.077  2.132  0.249

=====

Verdict on stability: (Q) comes out at the bottom.

=====

(P)
Molecular formula: C6H11N
Method: DFT, ωB97M-V with the def2-TZVPD basis set

molecular weight = 97.2 Da
charge = +1
HOMO level (alpha / beta) = -13.62 / -14.89 eV
E_LUMO (alpha / beta) = -4.0123 / -7.0459 eV
⟨S²⟩ = 0.78
2S+1 = 2
orbital gap (alpha / beta) = 0.3531 / 0.2882 hartree

Atoms and positions in Å:
C  -1.766  0.514  0.150
N  0.737  1.969  -0.874
C  0.739  0.635  -0.467
C  -0.391  0.002  -0.023
C  -0.210  -1.384  0.467
C  -1.236  -2.146  0.912
C  2.171  0.144  -0.389
H  -1.749  1.598  0.065
H  -2.506  0.250  -0.611
H  -2.211  0.325  1.133
H  -0.061  2.535  -0.636
H  1.210  2.154  -1.748
H  0.822  -1.691  0.477
H  -1.028  -3.063  1.423
H  -2.270  -1.875  0.775
H  2.252  -0.415  0.563
H  2.676  -0.556  -1.050
H  2.821  1.003  -0.167

=====

(Q)
Molecular formula: C6H11N
Method: DFT, ωB97M-V with the def2-TZVPD basis set

molecular weight = 97.2 Da
charge = +1
HOMO level (alpha / beta) = -14.72 / -15.32 eV
E_LUMO (alpha / beta) = -5.0142 / -7.5664 eV
⟨S²⟩ = 0.76
2S+1 = 2
orbital gap (alpha / beta) = 0.3567 / 0.2848 hartree

Atoms and positions in Å:
C  -0.662  -1.986  -0.961
C  -1.594  -0.771  -1.070
C  -1.147  0.587  -0.450
C  0.334  0.793  -0.381
C  1.061  0.374  0.712
N  2.289  0.816  1.140
C  2.390  1.700  2.051
H  -1.092  -2.854  -1.427
H  0.298  -1.734  -1.467
H  -0.420  -2.153  0.084
H  -1.945  -0.604  -2.104
H  -2.560  -0.980  -0.608
H  -1.508  1.363  -1.115
H  -1.616  0.774  0.515
H  0.797  0.695  -1.388
H  0.528  -0.186  1.477
H  1.579  2.401  2.257
H  3.268  1.764  2.736

=====

(R)
Molecular formula: C6H11N
Method: DFT, ωB97M-V with the def2-TZVPD basis set

molecular weight = 97.2 Da
charge = +1
HOMO level (alpha / beta) = -13.10 / -14.84 eV
E_LUMO (alpha / beta) = -5.0971 / -6.0875 eV
⟨S²⟩ = 0.76
2S+1 = 2
orbital gap (alpha / beta) = 0.2940 / 0.3215 hartree

Atoms and positions in Å:
C  0.958  1.867  0.460
N  -1.189  -0.356  1.366
C  -0.280  -0.348  0.391
C  0.074  0.885  -0.208
C  -0.094  1.050  -1.687
C  -0.015  -2.808  0.431
C  0.127  -1.638  -0.185
H  1.079  2.759  -0.163
H  0.561  2.351  1.354
H  1.983  1.549  0.662
H  -1.151  -0.810  2.260
H  -1.778  0.454  1.494
H  0.840  1.269  -2.170
H  -0.837  1.841  -1.803
H  -0.401  0.136  -2.195
H  0.183  -3.687  -0.168
H  -0.489  -2.967  1.381
H  0.429  -1.546  -1.220

=====

Verdict on stability: (Q) comes out at the bottom.